Below is C48H58CsN2O6P3S as an isolated structure in a non-equilibrium geometry, with properties calculated with the ωB97M-V functional and the def2-TZVPD basis.

Properties
Gap between HOMO and LUMO, eV: 4.8
Energy relative to the best compared isomer or geometry (same formula, charge and spin), eV: 2.215

Geometry as ORCA input:
```
! wB97M-V def2-TZVPD RIJCOSX def2/J DEFGRID3
* xyz -2 1
Cs -1.0330 0.4804 0.2294
C 5.1196 -0.4716 1.3571
C 4.1321 -0.5329 2.5186
C 3.9207 0.8537 3.1053
P 2.5621 -1.2961 1.7743
C 1.2338 -0.9668 3.0751
C 1.4644 -1.3019 4.5464
C 0.0017 -1.7137 2.5644
C 3.0764 -3.0255 2.0980
C 3.4387 -3.6147 3.2920
C 3.8692 -4.9372 3.3488
C 4.3042 -5.5414 4.6576
C 3.9155 -5.6701 2.1636
C 3.5990 -5.0967 0.9542
C 3.2045 -3.7409 0.8795
N 2.8858 -3.0538 -0.2206
C 3.4307 -3.2034 -1.4251
C 4.7068 -3.7556 -1.6870
C 5.2181 -3.7988 -2.9619
C 4.4957 -3.3082 -4.0442
C 5.0430 -3.3623 -5.4439
C 3.2460 -2.7440 -3.8011
C 2.7203 -2.6541 -2.5295
P 1.1507 -1.8475 -2.0296
C -0.0230 -3.0275 -2.9016
C -1.4241 -2.4513 -3.0538
C -0.0685 -4.2967 -2.0526
C 1.0375 -0.3228 -3.1494
C 1.0221 -0.4289 -4.6775
C 2.1434 0.6298 -2.7006
H 6.1150 -0.1751 1.6944
H 5.1887 -1.4404 0.8662
H 4.7719 0.2514 0.6218
H 4.5334 -1.2095 3.2837
H 3.2760 1.4382 2.4518
H 3.4560 0.7856 4.0847
H 4.8684 1.3861 3.2179
H 1.0427 0.1157 2.9968
H 1.3632 -2.3715 4.7120
H 2.4457 -0.9840 4.8935
H 0.7048 -0.7967 5.1476
H 0.1833 -2.7905 2.5702
H -0.8725 -1.4997 3.1800
H -0.2269 -1.4290 1.5387
H 3.4228 -3.0469 4.2117
H 4.0809 -4.8644 5.4811
H 3.8011 -6.4909 4.8483
H 5.3810 -5.7339 4.6695
H 4.2319 -6.7099 2.1928
H 3.6525 -5.6825 0.0445
H 5.2943 -4.1289 -0.8584
H 6.2013 -4.2313 -3.1278
H 6.1056 -3.6014 -5.4309
H 4.5362 -4.1233 -6.0439
H 4.9135 -2.4016 -5.9456
H 2.6818 -2.3835 -4.6472
H 0.3922 -3.2727 -3.8919
H -1.8082 -2.1633 -2.0792
H -1.4386 -1.5779 -3.7017
H -2.0990 -3.1994 -3.4773
H -0.5817 -4.0942 -1.1130
H -0.6017 -5.0982 -2.5703
H 0.9393 -4.6432 -1.8246
H 0.0717 0.0987 -2.8412
H 2.0346 -0.4653 -5.0758
H 0.4795 -1.3091 -5.0150
H 0.5329 0.4514 -5.1007
H 3.1190 0.2375 -2.9917
H 2.0118 1.6174 -3.1459
H 2.1348 0.7248 -1.6163
O -1.5600 4.1186 -1.3472
C -0.9027 3.9215 -0.3176
O -0.2204 2.8988 -0.0455
C -0.9143 4.9967 0.7299
C -1.3408 6.2783 0.4214
C -1.3558 7.2504 1.4018
C -0.9801 6.9188 2.6951
C -0.5660 5.6356 3.0025
C -0.5188 4.6535 2.0181
P 0.1648 2.9635 2.2592
C 1.8812 3.5825 2.0129
C 2.5438 3.2716 0.8306
C 3.7911 3.8055 0.5618
C 4.4200 4.6176 1.4901
C 3.7763 4.9192 2.6784
C 2.5114 4.4190 2.9318
C 0.0550 2.8900 4.1091
C -1.2343 2.9879 4.6341
C -1.4913 2.6972 5.9590
C -0.4612 2.2867 6.7933
C 0.8189 2.1527 6.2825
C 1.0679 2.4410 4.9516
H -1.6428 6.4875 -0.5955
H -1.6681 8.2596 1.1663
H -1.0016 7.6744 3.4698
H -0.2851 5.4034 4.0200
H 2.0724 2.6132 0.1187
H 4.2759 3.5835 -0.3787
H 5.4013 5.0241 1.2837
H 4.2575 5.5592 3.4081
H 2.0190 4.6809 3.8579
H -2.0442 3.2918 3.9792
H -2.5036 2.7731 6.3372
H -0.6646 2.0466 7.8292
H 1.6263 1.8111 6.9198
H 2.0630 2.3087 4.5551
O -2.8694 0.4346 2.2658
C -3.8380 0.3400 1.6530
N -2.1180 2.1151 -3.0794
C -2.4271 1.2950 -3.8383
H -1.8526 2.8388 -2.4103
C -4.8631 -2.2777 -0.9745
S -3.4661 -2.0657 0.1881
O -2.8285 -3.3537 0.3141
O -4.0914 -1.6012 1.4487
O -2.6444 -1.0333 -0.4203
H -5.4177 -3.1722 -0.7246
H -4.4353 -2.3515 -1.9654
H -5.4820 -1.3961 -0.8820
*
```

Below is a 7-piece molecular cluster, C48H59Cl2N4O3 overall in a non-equilibrium geometry, with properties calculated with the ωB97M-V functional and the def2-TZVPD basis.

Properties
Gap between HOMO and LUMO, eV: 7.7

Geometry as ORCA input:
```
! wB97M-V def2-TZVPD RIJCOSX def2/J DEFGRID3
* xyz 1 1
C -0.7236 -2.9768 4.3605
C -1.3150 -4.0138 3.3427
O -2.1988 -3.4096 2.4004
C -3.5435 -3.9355 2.5024
C -4.2193 -3.6762 1.1210
O -5.3152 -2.7670 1.1345
C -4.9883 -1.5153 1.7173
C -3.8392 -0.7583 1.0253
O -4.2433 -0.2391 -0.2479
C -3.1568 0.0974 -1.0450
N -2.5236 -1.1639 -1.5050
C -3.1027 -2.2641 -1.9679
N -2.0667 -3.1153 -2.1980
C -0.8971 -2.5134 -1.8971
N 0.3152 -3.0307 -1.9863
C 1.5661 -2.3401 -1.6665
Cl 2.8962 -3.5172 -1.8824
C 1.6010 -1.7260 -0.2198
C 1.0837 -2.6898 0.8950
Cl 3.3519 -1.3754 0.1597
N -1.1954 -1.2487 -1.4619
H 0.2646 -2.5876 4.0561
H -0.5597 -3.5412 5.3056
H -1.4304 -2.1655 4.6110
H -1.7686 -4.8257 3.9401
H -0.4459 -4.4577 2.8092
H -4.0922 -3.5038 3.3604
H -3.4373 -5.0358 2.6159
H -3.4160 -3.4223 0.4001
H -4.6373 -4.6479 0.7841
H -5.8938 -0.8792 1.6061
H -4.8054 -1.5618 2.8128
H -2.9072 -1.3597 1.0082
H -3.6150 0.1261 1.6719
H -2.4230 0.6735 -0.4288
H -3.4236 0.7607 -1.8891
H -4.1711 -2.4491 -2.1023
H 0.3701 -3.9923 -2.3140
H 1.6841 -1.5125 -2.3980
H 1.0957 -0.7497 -0.1183
H 0.0669 -2.3939 1.2188
H 1.7445 -2.5443 1.7735
H 1.1714 -3.7587 0.6289
H -0.6265 -0.4709 -1.1531
C -6.8302 0.6349 -3.6007
C -8.0217 0.5745 -4.3109
C -9.0785 -0.1882 -3.8306
C -8.9472 -0.8832 -2.6350
C -7.7568 -0.8201 -1.9224
C -6.6966 -0.0643 -2.4067
H -6.0039 1.2277 -3.9767
H -8.1270 1.1216 -5.2399
H -10.0055 -0.2405 -4.3878
H -9.7732 -1.4739 -2.2588
H -7.6548 -1.3612 -0.9884
H -5.7676 -0.0182 -1.8538
C 4.4000 -0.6654 6.1552
C 4.1117 -1.7814 5.3807
C 4.1059 -1.6827 3.9951
C 4.3977 -0.4699 3.3840
C 4.6896 0.6452 4.1587
C 4.6868 0.5489 5.5443
H 4.4016 -0.7415 7.2355
H 3.8910 -2.7289 5.8573
H 3.8751 -2.5527 3.3902
H 4.3967 -0.3968 2.3037
H 4.9190 1.5910 3.6818
H 4.9095 1.4206 6.1482
C 6.5262 6.6410 7.0151
C 5.4976 5.9318 6.4093
C 5.7210 4.6410 5.9484
C 6.9722 4.0555 6.1023
C 7.9994 4.7640 6.7115
C 7.7779 6.0579 7.1641
H 6.3526 7.6489 7.3716
H 4.5207 6.3861 6.2955
H 4.9195 4.0901 5.4696
H 7.1461 3.0463 5.7472
H 8.9741 4.3072 6.8329
H 8.5808 6.6120 7.6344
C 4.2275 3.1624 -3.4701
C 3.0315 3.1604 -4.1771
C 1.9495 2.4268 -3.7104
C 2.0622 1.7025 -2.5306
C 3.2569 1.7067 -1.8212
C 4.3411 2.4335 -2.2931
H 5.0719 3.7325 -3.8369
H 2.9433 3.7310 -5.0932
H 1.0190 2.4204 -4.2654
H 1.2135 1.1321 -2.1622
H 3.3416 1.1425 -0.9003
H 5.2742 2.4329 -1.7437
C -5.3300 5.3104 -2.4490
C -4.3334 5.7828 -1.6040
C -3.9787 5.0580 -0.4735
C -4.6150 3.8549 -0.1928
C -5.6094 3.3807 -1.0401
C -5.9698 4.1104 -2.1658
H -5.6084 5.8779 -3.3284
H -3.8333 6.7174 -1.8264
H -3.2064 5.4304 0.1887
H -4.3358 3.2867 0.6876
H -6.1046 2.4411 -0.8215
H -6.7489 3.7430 -2.8230
C 5.4407 -2.7922 -7.5897
C 5.4504 -1.9527 -6.4835
C 4.7229 -2.2894 -5.3496
C 3.9931 -3.4710 -5.3189
C 3.9863 -4.3125 -6.4242
C 4.7067 -3.9712 -7.5610
H 6.0057 -2.5279 -8.4750
H 6.0250 -1.0347 -6.5054
H 4.7254 -1.6307 -4.4884
H 3.4298 -3.7351 -4.4331
H 3.4184 -5.2350 -6.3995
H 4.6975 -4.6245 -8.4247
*
```

Below is C48H59N3O2SbSe2Si3TeZn as an isolated structure, with properties calculated with the ωB97M-V functional and the def2-TZVPD basis.

Properties
Gap between HOMO and LUMO, eV: 7.1

Geometry as ORCA input:
```
! wB97M-V def2-TZVPD RIJCOSX def2/J DEFGRID3
* xyz 1 1
Zn -0.4170 -0.1138 -1.3643
C -6.5616 2.6535 -2.6726
C -5.3790 1.7792 -2.3776
C -5.0322 0.7567 -3.1594
C -3.8930 -0.1467 -2.8997
C -3.3232 -0.9023 -3.8923
O -2.4180 -1.8146 -3.5430
C -3.6456 -0.7700 -5.3276
C -3.6781 0.4809 -5.9390
C -3.9008 0.5781 -7.3018
C -4.1130 -0.5678 -8.0579
C -4.0970 -1.8162 -7.4513
C -3.8554 -1.9195 -6.0903
C -3.3059 -0.1395 -1.5831
O -2.4171 -0.9141 -1.1986
C -2.4043 2.0388 -0.7966
C -3.3956 3.1347 -1.2710
C -1.7111 2.1050 0.5643
N -1.0854 1.0390 0.8437
C -0.3228 0.8689 2.0671
C 1.1282 1.2449 1.8228
Te 1.9524 0.4540 0.0076
C 2.1275 2.3995 -0.8689
C 2.3885 3.5266 -0.0926
C 2.4479 4.7804 -0.6864
C 2.2695 4.9148 -2.0572
C 2.0831 3.7838 -2.8368
C 2.0312 2.5279 -2.2455
C -1.7986 3.3357 1.3915
C -1.2124 4.4991 0.8939
C -1.2672 5.6716 1.6309
C -1.9231 5.6932 2.8563
C -2.5193 4.5400 3.3459
C -2.4588 3.3608 2.6149
H -7.0145 2.4017 -3.6307
H -6.2722 3.7082 -2.6965
H -7.3228 2.5494 -1.8951
H -5.6168 0.5597 -4.0509
H -3.4962 1.3677 -5.3462
H -3.8990 1.5492 -7.7790
H -4.2880 -0.4879 -9.1227
H -4.2708 -2.7086 -8.0376
H -3.8687 -2.8898 -5.6081
H -3.4883 3.9702 -0.5766
H -0.4013 -0.1825 2.3482
H -0.6955 1.4803 2.8922
H 1.7583 0.9278 2.6514
H 1.1979 2.3230 1.7098
H 2.5805 3.4521 0.9698
H 2.6458 5.6497 -0.0722
H 2.3048 5.8942 -2.5161
H 1.9734 3.8655 -3.9105
H 1.9080 1.6572 -2.8736
H -0.7054 4.4775 -0.0659
H -0.8077 6.5717 1.2441
H -1.9715 6.6109 3.4272
H -3.0363 4.5576 4.2962
H -2.9441 2.4657 2.9866
Se -1.0886 -2.3723 -4.6586
Se -0.3470 0.9621 -4.1347
C -1.4118 1.9501 -2.9948
C -2.2558 3.0629 -3.4681
C -3.1346 3.6369 -2.6530
C -4.5951 2.1103 -1.1418
C -3.6149 1.0185 -0.6838
N -1.3932 1.6099 -1.7399
C -0.0402 -2.9495 -3.1591
C 0.5938 -4.1767 -3.3217
C 1.2043 -4.7711 -2.2353
C 1.1468 -4.1263 -1.0112
C 0.5587 -2.8809 -0.9544
N -0.0039 -2.2684 -2.0089
H -2.1008 3.4047 -4.4822
H -3.7180 4.4863 -2.9918
H -5.2791 2.4169 -0.3493
H -3.7516 0.6480 0.3300
H 0.5594 -4.6715 -4.2832
H 1.6694 -5.7436 -2.3311
H 1.5516 -4.5733 -0.1160
H 0.5366 -2.3406 -0.0153
C 4.2452 -4.8118 1.0303
Si 3.2394 -4.4880 2.5819
C 4.2838 -5.0360 4.0263
C 1.6387 -5.4714 2.6131
Sb 2.5098 -2.0296 2.4458
Si 4.8195 -0.9336 2.6800
C 5.9081 -1.7414 3.9597
C 5.6362 -1.0889 1.0085
C 4.6183 0.8808 3.0844
Si 1.3580 -1.8792 4.7314
C 2.1065 -2.9721 6.0442
C -0.3893 -2.4746 4.4445
C 1.3522 -0.1076 5.3396
H 4.1602 -5.8553 0.7133
H 5.3009 -4.6200 1.2393
H 3.9570 -4.1747 0.1932
H 4.5214 -6.0962 3.8947
H 3.7716 -4.9223 4.9801
H 5.2221 -4.4865 4.0834
H 1.7539 -6.4405 2.1199
H 0.8104 -4.9432 2.1364
H 1.3472 -5.6654 3.6486
H 6.3001 -2.6890 3.5883
H 5.3798 -1.9349 4.8953
H 6.7608 -1.0930 4.1798
H 5.9850 -2.1076 0.8257
H 6.5016 -0.4219 0.9591
H 4.9585 -0.8130 0.1991
H 4.1455 1.0407 4.0555
H 4.0246 1.3936 2.3236
H 5.6020 1.3574 3.1125
H 1.9600 -4.0267 5.8056
H 1.6129 -2.7748 7.0002
H 3.1762 -2.7965 6.1740
H -0.3946 -3.5425 4.2126
H -0.8864 -1.9575 3.6220
H -0.9907 -2.3257 5.3462
H 2.2603 0.4278 5.0575
H 1.2884 -0.0933 6.4304
H 0.4969 0.4493 4.9488
*
```

Below is C48H60BrIN4S3TeTl as an isolated structure in a non-equilibrium geometry, with properties calculated with the ωB97M-V functional and the def2-TZVPD basis.

Properties
Gap between HOMO and LUMO, eV: 4.9
Energy relative to the best compared isomer or geometry (same formula, charge and spin), eV: 1.031

Geometry as ORCA input:
```
! wB97M-V def2-TZVPD RIJCOSX def2/J DEFGRID3
* xyz -1 1
Tl -0.2431 -0.1483 -0.3085
C -0.6101 -2.2922 5.1412
C -1.9377 -1.5390 5.0054
C -2.2466 -1.3083 3.5649
C -3.0330 -2.0600 2.7395
C -3.8292 -3.2710 3.1010
C -3.0918 -4.5420 2.6735
C -2.8645 -1.5095 1.4110
N -1.9998 -0.4786 1.4441
C -1.6269 -0.2961 2.7343
C -0.8326 0.7495 3.2059
C -0.2371 1.7719 2.4766
C 0.5469 2.8674 3.0244
C 0.9252 3.0658 4.4583
C 0.0288 4.0967 5.1480
C 0.8907 3.6565 1.9650
C 0.3073 3.0337 0.7914
C 0.4246 3.5283 -0.5156
C -0.0163 2.9444 -1.6849
N -0.7320 1.7817 -1.7679
C -0.8973 1.4972 -3.0490
C -1.5401 0.3081 -3.5485
C -2.4080 -0.5128 -2.7408
N -2.3804 -0.6003 -1.4215
C -3.2894 -1.5543 -1.0467
C -3.5080 -1.9691 0.2522
C -3.9291 -2.0917 -2.2297
C -3.3636 -1.4494 -3.2939
C -3.6322 -1.6364 -4.7498
C -4.6066 -0.5831 -5.2776
C -4.9120 -3.2152 -2.2528
C -4.1906 -4.5650 -2.2063
C -0.2524 2.4920 -3.8848
C 0.2742 3.4149 -3.0260
C 1.1749 4.5611 -3.3483
C 2.6277 4.0766 -3.3118
C -0.1114 2.4222 -5.3709
C -1.3631 2.8560 -6.1365
N -0.3361 1.9089 1.1308
C 1.7086 4.9062 1.9658
C 0.8246 6.1555 1.9414
H -0.3033 -2.3664 6.1846
H 0.1682 -1.7794 4.5799
H -0.7041 -3.2967 4.7324
H -1.8731 -0.5840 5.5347
H -2.7358 -2.1249 5.4701
H -4.8169 -3.2388 2.6311
H -3.9858 -3.2863 4.1836
H -3.0866 -4.6321 1.5900
H -3.5581 -5.4293 3.0980
H -2.0577 -4.4948 3.0063
H -0.6923 0.7746 4.2799
H 1.9683 3.3968 4.5097
H 0.8534 2.1193 5.0014
H 0.1367 5.0675 4.6716
H 0.2898 4.2012 6.2005
H -1.0121 3.7888 5.0761
H 0.9550 4.4672 -0.6194
H -1.8868 0.4105 -4.5684
H -4.2549 -2.7420 0.4004
H -4.0493 -2.6310 -4.9241
H -2.6892 -1.5719 -5.3017
H -5.5711 -0.6835 -4.7836
H -4.7488 -0.6894 -6.3524
H -4.2303 0.4164 -5.0712
H -5.5060 -3.1593 -3.1682
H -5.5926 -3.1351 -1.4009
H -3.4845 -4.6392 -3.0309
H -4.8974 -5.3913 -2.2742
H -3.6327 -4.6628 -1.2783
H 1.0311 5.3657 -2.6224
H 0.9366 4.9593 -4.3382
H 2.8370 3.6252 -2.3444
H 3.3338 4.8877 -3.4889
H 2.7753 3.3126 -4.0720
H 0.1375 1.3896 -5.6469
H 0.7266 3.0529 -5.6820
H -2.2253 2.2696 -5.8293
H -1.2189 2.7177 -7.2081
H -1.5788 3.9063 -5.9490
H 2.3673 4.9138 1.0919
H 2.3446 4.9284 2.8552
H 0.2047 6.1563 1.0477
H 1.4301 7.0617 1.9525
H 0.1656 6.1708 2.8064
C 5.2629 1.9876 1.3860
C 4.5425 2.3002 0.0871
S 2.9584 1.4262 -0.1703
C 3.5027 -0.3007 -0.3879
C 3.5378 -1.1423 0.8847
S 2.1837 -0.7319 2.0567
C 3.0411 -0.3565 3.6422
C 4.2992 0.4927 3.6573
S 4.2010 2.1517 2.8754
H 6.0875 2.6934 1.5210
H 5.6695 0.9777 1.3735
H 5.1981 2.0873 -0.7587
H 4.2545 3.3508 0.0569
H 4.4819 -0.3009 -0.8682
H 2.7665 -0.6944 -1.0896
H 4.4726 -1.0067 1.4212
H 3.4235 -2.1977 0.6290
H 3.2745 -1.3064 4.1307
H 2.2479 0.1445 4.1957
H 5.1441 -0.0322 3.2114
H 4.5437 0.6930 4.7047
Te 0.2867 -0.9872 -3.6288
Br 0.0574 -7.2086 0.3432
C 1.3621 -6.1376 -0.5175
C 2.5820 -6.7129 -0.8326
C 3.5762 -5.9463 -1.4145
C 3.3324 -4.6136 -1.7034
C 2.0978 -4.0546 -1.4293
C 1.1020 -4.8056 -0.8198
I -0.7428 -3.8811 -0.3922
H 2.7512 -7.7576 -0.6174
H 4.5347 -6.3903 -1.6405
H 4.0999 -4.0023 -2.1527
H 1.8850 -3.0321 -1.7061
*
```

Question: Which value of gap between HOMO and LUMO does entry 1 give?
Answer: 4.8 eV